Entry 1:
{
  "formula": "C24H56N4O10",
  "method": "ωB97M-V with the def2-TZVPD basis set",
  "species": ["O", "O", "O", "O", "O", "O", "O", "O", "O", "O", "N", "N", "N", "N", "C", "C", "C", "C", "C", "C", "C", "C", "C", "C", "C", "C", "C", "C", "C", "C", "C", "C", "C", "C", "C", "C", "C", "C", "H", "H", "H", "H", "H", "H", "H", "H", "H", "H", "H", "H", "H", "H", "H", "H", "H", "H", "H", "H", "H", "H", "H", "H", "H", "H", "H", "H", "H", "H", "H", "H", "H", "H", "H", "H", "H", "H", "H", "H", "H", "H", "H", "H", "H", "H", "H", "H", "H", "H", "H", "H", "H", "H", "H", "H"],
  "xyz": [[-3.42, 4.29, -1.82], [1.15, -5.82, -0.88], [4.04, -9.90, 2.00], [3.35, -7.56, -0.08], [-4.42, 1.00, 1.04], [3.41, -1.56, -3.79], [1.28, 1.91, -2.30], [-5.70, 6.85, 2.30], [-5.65, 5.12, -0.21], [3.36, 6.61, 3.44], [4.20, -1.67, -5.89], [1.60, 5.67, 2.33], [-2.87, 1.70, 2.59], [1.01, 0.49, -0.52], [-3.63, 0.80, 1.93], [-5.88, 5.45, 2.19], [-2.70, 3.08, -1.82], [3.49, -6.17, 0.02], [2.97, -9.62, 1.13], [4.06, -11.24, 2.39], [-2.72, 3.07, 2.12], [1.71, -0.54, 0.23], [-5.24, 7.17, 3.60], [2.27, 6.07, 3.42], [2.18, -5.35, -0.05], [0.24, 5.14, 2.43], [4.48, -3.09, -5.87], [-4.75, 4.22, -2.24], [0.32, 1.45, 0.31], [-5.69, 3.97, -1.05], [1.35, 0.81, -1.80], [-1.94, 1.30, 3.63], [3.82, -0.99, -4.80], [4.37, -0.96, -7.16], [2.72, -8.13, 1.04], [2.31, 5.39, 1.10], [-6.50, 4.94, 0.91], [1.51, -6.59, -1.98], [3.26, 5.92, 1.09], [1.74, 5.78, 0.25], [-2.47, 3.70, 2.98], [-1.65, 3.28, -2.04], [3.72, -3.62, -6.46], [0.97, -0.98, 0.90], [-4.84, 8.19, 3.62], [-6.56, 3.86, 1.13], [-2.75, 2.62, -0.83], [-3.02, 2.30, -2.52], [2.45, -0.06, 0.87], [-2.06, 1.92, 4.51], [5.48, -3.23, -6.27], [4.41, -11.94, 1.63], [2.44, -4.33, -0.38], [1.00, 2.01, 0.96], [5.28, -1.35, -7.61], [1.83, -5.16, 0.97], [1.64, -7.97, 1.03], [4.49, 0.11, -7.01], [0.28, 4.13, 2.84], [-5.28, 3.08, -0.55], [-0.15, 5.14, 1.42], [3.52, -1.12, -7.82], [2.98, -10.18, 0.18], [-2.04, 0.26, 3.94], [3.86, -5.92, 1.02], [1.64, -7.66, -1.81], [-4.93, 4.93, 2.31], [-3.34, -0.22, 2.25], [-1.87, 3.07, 1.43], [0.72, -6.57, -2.75], [-6.56, 5.16, 3.00], [2.17, -1.36, -0.31], [2.59, 4.34, 1.01], [1.78, -0.06, -2.34], [3.10, -7.74, 1.99], [-6.03, 7.06, 4.35], [-0.92, 1.31, 3.23], [-7.51, 5.33, 0.77], [-0.40, 0.99, 0.99], [4.70, -11.39, 3.26], [3.07, -11.60, 2.71], [-5.00, 5.18, -2.68], [4.18, -5.80, -0.74], [-4.33, 6.59, 3.79], [4.40, -3.57, -4.90], [-0.44, 5.75, 3.03], [-3.54, 3.45, 1.53], [-6.71, 3.71, -1.35], [2.06, -10.02, 1.61], [2.36, -6.19, -2.54], [1.72, 5.87, 4.37], [-0.20, 2.25, -0.21], [3.71, 0.10, -4.88], [-5.02, 3.36, -2.87]],
  "lowdin_charge": [-0.160, -0.159, -0.167, -0.134, 0.021, -0.022, 0.014, -0.168, -0.118, 0.013, -0.200, -0.195, -0.182, -0.187, -0.355, -0.217, -0.104, -0.198, -0.203, -0.136, -0.034, -0.052, -0.119, -0.358, -0.201, -0.063, -0.044, -0.207, -0.069, -0.190, -0.326, -0.063, -0.328, -0.050, -0.189, -0.045, -0.197, -0.129, 0.085, 0.093, 0.085, 0.083, 0.093, 0.084, 0.087, 0.123, 0.060, 0.095, 0.091, 0.091, 0.088, 0.088, 0.115, 0.085, 0.084, 0.116, 0.131, 0.084, 0.078, 0.109, 0.085, 0.089, 0.135, 0.087, 0.120, 0.085, 0.102, 0.134, 0.071, 0.088, 0.127, 0.084, 0.089, 0.123, 0.135, 0.089, 0.076, 0.133, 0.071, 0.087, 0.085, 0.128, 0.122, 0.082, 0.083, 0.086, 0.075, 0.127, 0.117, 0.095, 0.136, 0.071, 0.137, 0.123],
  "e_homo_ev": -9.3,
  "lumo_energy_ev": 0.35,
  "relative_energy_kj_mol": 94.7,
  "total_charge": 0,
  "orbital_gap_ev": 9.7
}


Entry 2:
{
  "formula": "C3H2MgNaO3",
  "method": "ωB97M-V with the def2-TZVPD basis set",
  "species": ["Mg", "Na", "O", "O", "O", "C", "C", "C", "H", "H"],
  "xyz": [[1.99, 0.87, 0.63], [-0.34, -0.39, -4.32], [-2.06, 0.10, 1.36], [-0.30, -0.50, -0.69], [1.43, 0.74, -1.32], [0.07, -0.33, 0.67], [-0.83, 0.31, 1.54], [0.40, 0.11, -1.67], [0.19, -1.38, 1.19], [-0.54, 0.46, 2.61]],
  "lowdin_charge": [0.633, 0.750, -0.046, -0.171, -0.319, -0.377, -0.337, -0.383, 0.141, 0.108],
  "spin_multiplicity": 2,
  "e_homo_ev": [-5.1, -7.2],
  "lumo_energy_ev": [-1.60, -1.61],
  "relative_energy_kj_mol": 80.3,
  "total_charge": 0,
  "orbital_gap_ev": [3.5, 5.6]
}


Entry 3:
{
  "formula": "C32H62F2NO8",
  "method": "ωB97M-V with the def2-TZVPD basis set",
  "species": ["F", "F", "O", "O", "O", "O", "O", "O", "O", "O", "N", "C", "C", "C", "C", "C", "C", "C", "C", "C", "C", "C", "C", "C", "C", "C", "C", "C", "C", "C", "C", "C", "C", "C", "C", "C", "C", "C", "C", "C", "C", "C", "C", "H", "H", "H", "H", "H", "H", "H", "H", "H", "H", "H", "H", "H", "H", "H", "H", "H", "H", "H", "H", "H", "H", "H", "H", "H", "H", "H", "H", "H", "H", "H", "H", "H", "H", "H", "H", "H", "H", "H", "H", "H", "H", "H", "H", "H", "H", "H", "H", "H", "H", "H", "H", "H", "H", "H", "H", "H", "H", "H", "H", "H", "H"],
  "xyz": [[-2.47, 0.96, -4.54], [1.69, -0.61, -2.52], [2.07, -5.96, -5.86], [-3.06, -1.11, -0.05], [1.26, 9.42, 3.10], [4.12, -5.73, -6.76], [3.27, -7.72, -6.62], [1.98, 7.81, 1.68], [-1.99, 0.82, -0.23], [1.40, 7.24, 3.67], [-0.08, -1.52, -1.24], [-1.23, 0.22, 4.16], [-2.61, 0.40, 3.51], [1.53, 8.27, 2.84], [0.89, -1.76, -2.23], [4.01, -4.32, -6.56], [-3.70, 3.66, 2.15], [1.58, -3.38, 2.07], [-2.15, -2.03, -2.41], [0.34, -1.56, 5.22], [-1.09, -1.14, 4.81], [1.18, -4.26, -2.00], [0.46, -0.89, -0.02], [2.19, -8.59, -6.27], [-2.22, -0.36, -0.53], [2.18, 8.80, 0.66], [3.05, -6.42, -6.37], [3.48, 9.56, 0.87], [-2.42, 2.46, -2.72], [0.81, -2.85, 4.50], [-4.14, 2.27, 2.62], [-2.38, 1.00, -3.11], [0.23, -3.03, 1.40], [-2.52, 3.61, 1.14], [-0.04, -1.53, 1.27], [-3.30, 1.74, 3.81], [-1.30, 4.39, 1.62], [0.95, 7.58, 4.99], [1.08, -8.57, -7.30], [-1.12, 0.25, -2.70], [-1.36, -0.92, -1.73], [1.85, -2.63, 3.39], [1.85, -2.88, -1.90], [-0.53, 4.40, 0.85], [-3.05, 2.99, -3.42], [0.24, 0.17, -0.01], [1.73, 8.14, 5.51], [-1.11, -1.36, 1.37], [0.32, -9.31, -7.05], [-4.06, 1.57, 1.78], [-2.53, 0.30, 2.43], [-1.73, -1.15, 5.70], [-0.65, -0.10, -3.62], [1.47, -8.79, -8.29], [2.42, -3.20, 1.40], [-3.97, 1.61, 4.66], [0.77, 6.64, 5.49], [-1.58, -2.51, -3.21], [0.20, -3.51, 0.42], [2.64, -9.58, -6.22], [0.38, -1.70, 6.30], [-1.57, 5.41, 1.88], [0.42, -1.00, 2.09], [1.60, -4.82, -2.83], [2.84, -2.90, 3.76], [-2.37, -2.78, -1.66], [-3.11, -1.68, -2.79], [3.44, 10.15, 1.79], [3.65, 10.24, 0.03], [2.26, -2.69, -0.91], [3.75, -4.09, -5.53], [-1.42, 2.88, -2.80], [-0.43, 0.97, -2.27], [-0.57, -3.50, 1.97], [-2.56, 2.49, 4.07], [1.82, -8.34, -5.28], [1.33, 9.47, 0.63], [0.38, -1.99, -3.17], [1.28, -4.84, -1.09], [0.04, 8.17, 4.95], [1.55, -0.98, -0.04], [-3.26, -0.42, 3.83], [-4.54, 4.18, 1.69], [-0.08, -3.31, 4.08], [4.98, -3.90, -6.81], [-1.06, 1.01, 4.90], [1.05, -0.75, 5.01], [-2.24, 2.57, 0.97], [1.21, -3.56, 5.22], [-2.85, 4.00, 0.18], [-3.38, 4.26, 3.00], [-0.46, 0.36, 3.39], [-2.79, 2.57, -1.70], [2.68, -2.80, -2.60], [1.91, -1.57, 3.15], [4.32, 8.87, 0.94], [1.59, -4.45, 2.28], [3.25, -3.90, -7.23], [-1.51, -1.88, 4.14], [-3.28, 0.49, -2.76], [2.21, 8.24, -0.27], [0.12, -4.14, -2.19], [0.60, -7.59, -7.33], [-5.19, 2.33, 2.92], [-0.87, 3.91, 2.50]],
  "lowdin_charge": [-0.078, -0.041, 0.126, -0.011, 0.117, 0.004, 0.034, 0.041, -0.028, 0.009, -0.015, -0.213, -0.189, -0.615, -0.362, -0.032, -0.216, -0.202, -0.024, -0.189, -0.215, -0.079, -0.142, -0.214, -0.693, -0.212, -0.616, -0.068, -0.036, -0.193, -0.199, -0.338, -0.175, -0.254, -0.156, -0.189, -0.116, -0.039, -0.066, -0.088, -0.362, -0.213, -0.172, 0.065, 0.073, 0.118, 0.096, 0.094, 0.079, 0.102, 0.085, 0.108, 0.117, 0.080, 0.094, 0.099, 0.094, 0.068, 0.085, 0.120, 0.093, 0.061, 0.080, 0.057, 0.101, 0.081, 0.080, 0.073, 0.078, 0.086, 0.093, 0.080, 0.114, 0.101, 0.091, 0.124, 0.123, 0.136, 0.061, 0.095, 0.117, 0.110, 0.095, 0.085, 0.092, 0.105, 0.100, 0.071, 0.098, 0.092, 0.092, 0.094, 0.056, 0.102, 0.089, 0.081, 0.105, 0.099, 0.099, 0.135, 0.124, 0.067, 0.076, 0.095, 0.063],
  "e_homo_ev": -5.2,
  "lumo_energy_ev": 2.24,
  "relative_energy_kj_mol": 0.0,
  "total_charge": -1,
  "orbital_gap_ev": 7.4
}


Entry 4:
{
  "formula": "C13H22N6O6",
  "method": "ωB97M-V with the def2-TZVPD basis set",
  "species": ["O", "O", "O", "O", "O", "O", "N", "N", "N", "N", "N", "N", "C", "C", "C", "C", "C", "C", "C", "C", "C", "C", "C", "C", "C", "H", "H", "H", "H", "H", "H", "H", "H", "H", "H", "H", "H", "H", "H", "H", "H", "H", "H", "H", "H", "H", "H"],
  "xyz": [[0.46, -3.75, -3.00], [1.33, 3.48, 1.04], [2.79, -0.38, 1.43], [-3.57, 2.10, 0.92], [2.28, -2.93, -0.93], [-4.23, -0.15, -2.41], [0.13, -2.60, -1.16], [0.54, -0.83, 0.17], [1.19, 1.22, 1.05], [-0.94, 0.91, 0.23], [-3.03, 0.67, -0.67], [-1.49, -1.03, -0.93], [0.74, 2.43, 1.75], [1.05, -3.45, -0.41], [0.89, 1.45, 4.05], [2.61, 0.96, 0.99], [3.02, 1.21, -0.45], [1.17, 2.50, 3.20], [-4.16, -0.19, -1.01], [-0.31, -1.43, -0.60], [-3.36, 2.05, -0.45], [-1.77, 0.14, -0.44], [0.22, 0.41, 0.49], [-0.60, -3.22, -2.25], [3.90, 0.43, -1.16], [2.24, -1.97, -0.77], [-3.33, -0.11, -2.74], [2.61, 2.04, -0.98], [-4.29, 2.37, -0.98], [0.39, 0.57, 3.71], [-1.20, -2.54, -2.84], [4.04, 0.65, -2.21], [0.94, -4.55, -0.59], [3.19, 1.63, 1.66], [-1.28, -4.00, -1.91], [-2.89, 1.52, 1.30], [-5.10, 0.16, -0.62], [0.94, -3.28, 0.67], [1.18, 3.34, 0.10], [4.39, -0.41, -0.69], [2.05, -0.88, 1.05], [-3.99, -1.24, -0.71], [1.29, -3.50, -2.55], [-0.34, 2.51, 1.76], [1.65, 3.41, 3.58], [-2.54, 2.73, -0.76], [1.17, 1.54, 5.09]],
  "lowdin_charge": [-0.046, 0.005, -0.020, -0.039, -0.058, -0.040, -0.044, 0.195, 0.035, 0.211, -0.045, 0.233, -0.365, -0.167, 0.048, -0.330, -0.087, -0.069, -0.217, -0.361, -0.236, -0.334, -0.319, -0.221, 0.042, 0.069, 0.085, 0.088, 0.148, 0.053, 0.117, 0.059, 0.155, 0.168, 0.129, 0.079, 0.131, 0.132, 0.089, 0.064, 0.033, 0.128, 0.075, 0.135, 0.109, 0.129, 0.052],
  "e_homo_ev": -9.6,
  "lumo_energy_ev": 0.36,
  "relative_energy_kj_mol": 5.1,
  "total_charge": 0,
  "orbital_gap_ev": 9.9
}